Entry 1:
# C8H15I

An isolated molecule of C8H15I at a distorted geometry (ωB97M-V with the def2-TZVPD basis set, the Open Molecules 2025 dataset).

Cartesian coordinates (Å):
I1 -3.234 0.010 0.030
C1 -1.224 0.485 -0.389
C2 0.828 1.363 0.696
C3 -0.653 -0.042 2.146
C4 -0.055 -0.864 -0.361
C5 1.157 -0.801 -1.289
C6 -0.172 0.315 0.734
C7 -0.557 -2.190 -0.088
C8 -1.129 1.464 -1.500
H1 -1.816 1.173 -2.229
H2 1.015 -1.636 -1.934
H3 -1.017 -2.722 -1.003
H4 0.243 -2.969 0.040
H5 1.084 0.130 -1.820
H6 -0.130 1.489 -1.807
H7 -1.398 -0.853 2.226
H8 -1.314 -2.310 0.615
H9 1.385 1.540 -0.220
H10 1.652 1.200 1.307
H11 0.184 -0.390 2.787
H12 -1.040 0.877 2.627
H13 0.469 2.359 0.791
H14 -1.334 2.389 -1.118
H15 2.059 -0.764 -0.715

## Properties
- Spin multiplicity: 1
- SMILES string: CC1(C)C(C)(C)C1(C)I
- Orbital gap: 0.325 Ha
- Highest occupied orbital energy: -8.17 eV

Here is what Löwdin gives for the atomic charges, in e: number 1, I, carries 0.927; number 2, C, carries -0.701; number 3, C, carries -0.070; number 4, C, carries -0.081; number 5, C, carries -0.344; number 6, C, carries -0.030; number 7, C, carries -0.486; number 8, C, carries -0.126; number 9, C, carries -0.149; number 10, H, carries 0.049; number 11, H, carries 0.075; number 12, H, carries 0.113; number 13, H, carries 0.103; number 14, H, carries 0.051; number 15, H, carries 0.046; number 16, H, carries 0.042; number 17, H, carries 0.014; number 18, H, carries 0.083; number 19, H, carries 0.074; number 20, H, carries 0.090; number 21, H, carries 0.089; number 22, H, carries 0.092; number 23, H, carries 0.056; number 24, H, carries 0.084

Entry 2:
# C8H15IN5

A structure of composition C8H15IN5 at a distorted geometry (ωB97M-V with the def2-TZVPD basis set, the Open Molecules 2025 dataset).

Cartesian coordinates (Å):
I1 0.872 1.853 -1.118
N1 2.970 -2.565 -1.217
N2 -2.345 1.566 0.386
N3 2.288 0.844 -0.221
N4 -0.366 0.170 2.311
N5 2.456 -0.472 -0.335
C1 -3.055 2.615 -0.183
C2 1.466 -1.462 0.351
C3 -0.515 0.022 1.073
C4 -3.995 3.259 0.842
C5 2.726 -1.300 -1.680
C6 -1.238 1.106 0.462
C7 1.788 -2.832 -0.378
C8 -0.135 -1.143 0.209
H1 3.335 -0.714 0.193
H2 0.889 -2.960 -1.029
H3 -3.292 3.831 1.431
H4 0.129 -0.530 2.871
H5 -4.854 3.830 0.289
H6 -3.623 2.186 -1.150
H7 3.939 -2.601 -0.757
H8 -4.645 2.473 1.257
H9 -0.930 -1.950 0.697
H10 1.744 -1.599 1.341
H11 1.735 -1.210 -2.162
H12 1.759 -3.704 0.194
H13 -0.381 -1.062 -0.804
H14 3.577 -0.895 -2.266
H15 -2.299 3.245 -0.606

## Properties
- Spin multiplicity: 1
- Charge: +1
- Orbital gap (spin up / spin down): 0.250 / 0.250 Ha
- Highest occupied orbital energy (spin up / spin down): -11.20 / -11.20 eV

Here is what Löwdin gives for the atomic charges, in e: number 1, I, carries 1.140; number 2, N, carries -0.037; number 3, N, carries 0.124; number 4, N, carries -0.575; number 5, N, carries 0.225; number 6, N, carries -0.271; number 7, C, carries -0.272; number 8, C, carries -0.168; number 9, C, carries -0.481; number 10, C, carries -0.063; number 11, C, carries -0.166; number 12, C, carries -0.162; number 13, C, carries -0.126; number 14, C, carries -0.083; number 15, H, carries 0.188; number 16, H, carries 0.126; number 17, H, carries 0.078; number 18, H, carries 0.097; number 19, H, carries 0.120; number 20, H, carries 0.182; number 21, H, carries 0.172; number 22, H, carries 0.083; number 23, H, carries 0.206; number 24, H, carries 0.108; number 25, H, carries 0.125; number 26, H, carries 0.107; number 27, H, carries 0.067; number 28, H, carries 0.154; number 29, H, carries 0.101

Entry 3:
# C8H15INO

The ion C8H15INO with charge +1 at a distorted geometry (ωB97M-V with the def2-TZVPD basis set, the Open Molecules 2025 dataset).

Cartesian coordinates (Å):
I1 2.759 0.633 -0.003
O1 2.298 -2.896 0.153
N1 -0.359 0.272 0.131
C1 -1.677 0.040 -0.606
C2 -0.249 -0.778 1.276
C3 0.055 -2.219 0.803
C4 -0.194 2.778 -0.214
C5 1.294 -2.304 -0.074
C6 1.137 -1.481 -1.287
C7 -0.398 1.615 0.787
C8 0.771 0.165 -0.788
H1 2.070 -1.376 -1.839
H2 0.770 2.937 -0.432
H3 -0.690 -2.532 0.274
H4 -1.337 1.723 1.341
H5 -0.688 2.581 -1.269
H6 0.193 -1.768 -1.687
H7 -1.179 -0.679 1.790
H8 -1.775 -0.977 -0.882
H9 0.565 -0.328 1.975
H10 -2.484 0.449 0.026
H11 0.203 -2.653 1.867
H12 0.470 1.770 1.599
H13 -0.462 3.671 0.196
H14 0.467 0.745 -1.684
H15 -1.558 0.610 -1.452

## Properties
- Spin multiplicity: 1
- Charge: +1
- SMILES string: CC[N@+]1(C)CCC(=O)C[C@@H]1I
- Orbital gap: 0.363 Ha
- Highest occupied orbital energy: -13.41 eV

Here is what Löwdin gives for the atomic charges, in e: number 1, I, carries 1.067; number 2, O, carries 0.140; number 3, N, carries -0.338; number 4, C, carries 0.071; number 5, C, carries -0.086; number 6, C, carries -0.043; number 7, C, carries -0.059; number 8, C, carries -0.500; number 9, C, carries -0.090; number 10, C, carries -0.203; number 11, C, carries -0.544; number 12, H, carries 0.097; number 13, H, carries -0.001; number 14, H, carries 0.052; number 15, H, carries 0.131; number 16, H, carries 0.134; number 17, H, carries 0.102; number 18, H, carries 0.124; number 19, H, carries 0.098; number 20, H, carries 0.144; number 21, H, carries 0.137; number 22, H, carries 0.184; number 23, H, carries 0.149; number 24, H, carries 0.059; number 25, H, carries 0.105; number 26, H, carries 0.068

no.,energy (Eh)
1,-611.42676
2,-884.80665
3,-741.17027